# 1
Formula: C28H25BrNO9P3RuSe
Source: OMol25
Level of theory: ωB97M-V with the def2-TZVPD basis set

**⟨S²⟩**: 6.0175
**HOMO (alpha / beta)**: -8.141 / -8.089 eV
**HOMO-LUMO gap (alpha / beta)**: 0.291 / 0.221 Eh
**Energy above the lowest of the compared OMol25 structures with the same formula, charge and spin**: 63.39 kcal/mol
**Spin multiplicity**: 5

Element x y z (Å)
Ru1 -0.13124 0.10897 -1.03902
C1 0.23608 1.98982 -5.66946
C2 0.13523 1.41511 -4.26627
O1 -1.23280 1.10542 -3.93298
P1 0.95521 -0.19136 -4.10470
O2 0.18914 -1.24927 -4.98883
O3 2.33828 -0.15731 -4.85973
O4 1.06376 -0.58208 -2.66448
P2 0.86305 2.56914 -2.98532
O5 2.38466 2.00781 -2.83427
O6 0.85108 3.95059 -3.47034
O7 0.11101 2.18677 -1.70557
H1 -0.20412 1.30183 -6.39262
H2 1.27400 2.17821 -5.94148
H3 -0.29631 2.93877 -5.69265
H4 -1.51579 1.69921 -3.22239
H5 -0.58704 -1.61404 -4.53797
H6 3.01362 0.28225 -4.32481
H7 2.45280 1.43858 -2.05078
C3 -1.02850 -5.06281 4.59536
C4 -1.38320 -3.74438 4.83315
C5 -1.23489 -2.78714 3.83812
C6 -0.72689 -3.13922 2.59035
C7 -0.34780 -4.46529 2.36986
C8 -0.50764 -5.42153 3.35893
P3 -0.36055 -1.91908 1.28504
C9 -1.29171 -0.35156 1.72845
C10 -0.57026 0.62084 2.70318
C11 -1.27961 0.99814 3.95915
C12 -2.56997 0.70520 4.11853
C13 -3.32903 -0.01829 3.09559
C14 -2.75341 -0.50932 1.99795
C15 -1.45391 -2.38608 -0.11181
C16 -2.30746 -3.48131 -0.16775
C17 -3.11366 -3.67983 -1.28243
C18 -3.07916 -2.77280 -2.32963
C19 -2.22240 -1.67681 -2.27662
C20 -1.38515 -1.48206 -1.18069
H8 -1.15027 -5.80808 5.37053
H9 -1.78134 -3.45443 5.79725
H10 -1.51967 -1.76431 4.04505
H11 0.08007 -4.75113 1.41506
H12 -0.21676 -6.44650 3.16804
H13 0.45866 0.30169 2.88901
H14 -0.72367 1.52283 4.72658
H15 -3.08463 0.99913 5.02484
H16 -4.39000 -0.16258 3.25621
H17 -3.32915 -1.05293 1.25822
H18 -2.36178 -4.17323 0.66370
H19 -3.78357 -4.52912 -1.31900
H20 -3.73024 -2.90692 -3.18490
H21 -2.25635 -0.93772 -3.07502
Br1 6.46421 5.71597 0.42000
C21 5.00621 4.51839 0.50044
C22 3.74698 5.00572 0.81382
C23 2.68114 4.12570 0.87990
C24 2.88147 2.77492 0.61508
C25 4.14878 2.30273 0.28768
C26 5.22152 3.17327 0.23916
C27 1.74723 1.82564 0.61805
O8 0.73571 2.26447 1.33180
O9 1.79797 0.75937 0.00119
H22 3.60176 6.06085 0.99525
H23 1.68823 4.48772 1.10722
H24 4.28807 1.25007 0.07865
H25 6.21236 2.81820 -0.00507
Se1 -1.85319 3.07073 1.51362
C28 -0.54904 1.61607 1.51968
N1 -0.98615 0.58837 0.60689

Computed natural (NBO) charges, given in elementary charges: Ru 1.2270; C -0.6312; C -0.5066; O -0.7402; P 2.4093; O -0.9715; O -0.9710; O -1.1105; P 2.3642; O -1.0291; O -1.0821; O -1.1708; H 0.2187; H 0.2324; H 0.2476; H 0.5023; H 0.5312; H 0.5325; H 0.5157; C -0.2103; C -0.1944; C -0.2123; C -0.3603; C -0.1458; C -0.2291; P 0.8521; C -0.1764; C -0.2748; C -0.2016; C -0.1944; C -0.2335; C -0.1670; C -0.3785; C -0.2006; C -0.2253; C -0.2214; C -0.2249; C -0.2073; H 0.2150; H 0.2134; H 0.2220; H 0.2080; H 0.2153; H 0.2325; H 0.2190; H 0.2172; H 0.2191; H 0.2279; H 0.2217; H 0.2149; H 0.2130; H 0.2087; Br 0.0795; C -0.0523; C -0.2412; C -0.1433; C -0.1212; C -0.1595; C -0.2460; C 0.8364; O -0.5131; O -0.6703; H 0.2364; H 0.2438; H 0.2332; H 0.2340; Se 0.2199; C 0.2322; N -0.5788

# 2
Formula: C28H25BrOTi
Source: OMol25
Level of theory: ωB97M-V with the def2-TZVPD basis set

**⟨S²⟩**: 0.7543
**HOMO (alpha / beta)**: -3.174 / -5.258 eV
**HOMO-LUMO gap (alpha / beta)**: 0.216 / 0.293 Eh
**Total charge**: -1
**Energy above the lowest of the compared OMol25 structures with the same formula, charge and spin**: 0.00 kcal/mol
**Spin multiplicity**: 2

Element x y z (Å)
Ti1 1.00535 -1.11282 -0.79272
C1 -3.56849 -3.27789 0.91332
C2 -3.50050 -1.81444 0.48873
C3 -3.07071 -1.71867 -0.97826
C4 -2.59365 -0.97354 1.36751
C5 -1.66230 -1.52175 2.23807
C6 -0.83861 -0.70949 3.00797
C7 -0.90034 0.67297 2.91723
C8 0.00942 1.55384 3.73214
C9 -1.82349 1.22494 2.03123
C10 -2.65477 0.41782 1.27923
H1 -4.31834 -3.80421 0.31920
H2 -3.82998 -3.38585 1.96860
H3 -2.60858 -3.76965 0.74154
H4 -4.50699 -1.38674 0.57818
H5 -2.06407 -2.12446 -1.09983
H6 -3.04663 -0.68266 -1.31837
H7 -3.76548 -2.27979 -1.61036
H8 -1.55347 -2.59510 2.30956
H9 -0.12055 -1.16761 3.68006
H10 -0.55882 2.18737 4.41741
H11 0.59757 2.20938 3.08643
H12 0.70575 0.95684 4.32174
H13 -1.87669 2.30273 1.91679
H14 -3.34934 0.87535 0.58204
Br1 2.18177 -0.62825 1.58911
C11 4.00607 -0.82221 1.03375
C12 4.97106 -0.71691 1.98862
C13 6.32508 -0.84315 1.60856
C14 6.64479 -1.06098 0.30108
C15 5.63845 -1.16629 -0.69290
C16 5.97551 -1.38634 -2.04890
C17 4.98675 -1.48073 -2.98481
C18 3.62946 -1.36699 -2.60753
C19 3.20645 -1.15805 -1.30989
C20 4.26223 -1.05029 -0.34475
H15 4.70420 -0.53943 3.02184
H16 7.09921 -0.76416 2.36164
H17 7.68200 -1.15695 -0.00144
H18 7.02101 -1.47716 -2.32293
H19 5.24347 -1.64949 -4.02540
H20 2.88955 -1.46138 -3.39869
C21 -0.25141 0.58216 -1.45950
C22 -1.09918 1.42365 -1.71262
C23 -2.08336 2.42979 -1.96421
C24 -3.10586 2.22135 -2.89739
C25 -4.07376 3.18804 -3.11827
C26 -4.04696 4.38421 -2.41341
C27 -3.03916 4.60308 -1.48297
C28 -2.06914 3.63949 -1.25935
H21 -3.12660 1.28629 -3.44208
H22 -4.85644 3.00456 -3.84460
H23 -4.80518 5.13781 -2.58602
H24 -3.00915 5.53188 -0.92591
H25 -1.28238 3.80463 -0.53458
O1 0.27520 -2.58472 -0.62389

Computed natural (NBO) charges, given in elementary charges: Ti 1.3519; C -0.6074; C -0.2355; C -0.6122; C -0.0397; C -0.1464; C -0.2499; C -0.0300; C -0.6283; C -0.2307; C -0.1303; H 0.2001; H 0.1979; H 0.2219; H 0.1878; H 0.2528; H 0.2130; H 0.1854; H 0.2077; H 0.2024; H 0.2061; H 0.2188; H 0.2089; H 0.2005; H 0.2009; Br 0.1313; C -0.0638; C -0.2621; C -0.2261; C -0.1905; C -0.0894; C -0.2177; C -0.2082; C -0.2507; C -0.4213; C -0.0234; H 0.2150; H 0.2039; H 0.1996; H 0.1935; H 0.1961; H 0.1919; C -0.4169; C -0.2317; C -0.0936; C -0.1886; C -0.2186; C -0.2601; C -0.1653; C -0.2075; H 0.2182; H 0.2030; H 0.2004; H 0.1943; H 0.2162; O -0.9732

> Among the records above, which one has the highest energy above the lowest of the compared OMol25 structures with the same formula, charge and spin?

C28H25BrNO9P3RuSe